Record 1
{
  "formula": "C5H10N2O",
  "method": "ωB97M-V with the def2-TZVPD basis set",
  "elements": ["O", "N", "N", "C", "C", "C", "C", "C", "H", "H", "H", "H", "H", "H", "H", "H", "H", "H"],
  "coordinates": [[-2.21695, -0.24805, 1.16250], [1.86343, -0.86227, 0.09248], [0.06278, 1.32941, -1.11421], [0.33037, 1.72581, 0.84335], [0.41954, -0.81839, 0.21677], [-0.20643, -1.74684, -0.82092], [-1.67623, 0.65706, 0.58907], [-0.19039, 0.61284, 0.07109], [-2.21175, 1.56917, 0.26871], [-0.17512, 2.68204, 0.87147], [-1.28851, -1.78665, -0.70871], [0.03578, -1.40283, -1.82777], [0.19724, -2.74954, -0.69043], [0.14863, -1.15027, 1.22413], [-0.79581, 1.38300, -1.67172], [1.21674, 1.62682, 1.46145], [2.33000, -0.34810, 0.82950], [2.15668, -0.47321, -0.79675]],
  "atomic_forces_ev_per_a": [[-0.046, 0.343, 0.254], [0.122, -0.018, 0.006], [1.362, -0.732, 0.014], [0.279, 0.665, -0.359], [-0.150, 0.613, 0.020], [0.046, 0.118, 0.207], [0.599, -1.173, -1.291], [-2.024, -1.060, 1.188], [-0.085, 0.258, 0.197], [-0.335, -0.273, 0.168], [-0.013, -0.002, -0.017], [0.021, 0.002, -0.027], [-0.002, 0.010, -0.029], [0.025, -0.042, -0.096], [-0.245, 1.021, 0.414], [0.480, 0.253, -0.623], [-0.010, -0.030, -0.044], [-0.022, 0.049, 0.018]],
  "mulliken_charge": [-0.4682, -0.7011, -0.7715, -1.1256, 0.3470, -1.4795, -0.1757, 1.1665, 0.3768, 0.3545, 0.3757, 0.3546, 0.3603, 0.3727, 0.2586, 0.2091, 0.2485, 0.2972],
  "lumo_energy_ev": [-0.7, -0.7],
  "total_energy_ev": -10370.8282,
  "spin_multiplicity": 1,
  "max_force_ev_per_a": 2.6,
  "de_lowest_kj_mol": 432.0,
  "homo_lumo_gap_ev": [8.3, 8.4]
}

Record 2
{
  "formula": "C6H15NO",
  "method": "ωB97M-V with the def2-TZVPD basis set",
  "elements": ["O", "N", "C", "C", "C", "C", "C", "C", "H", "H", "H", "H", "H", "H", "H", "H", "H", "H", "H", "H", "H", "H", "H"],
  "coordinates": [[4.76499, -4.68788, -1.03194], [-1.49349, 1.39607, 0.89319], [-0.63397, 0.15570, -1.07768], [-1.54729, -1.29737, 0.88253], [-0.93648, -0.02837, 0.50072], [0.54999, 0.98848, -1.44805], [-1.24878, 1.70196, 2.28559], [0.53255, 2.29861, -1.61991], [-1.05006, 2.02051, 0.17399], [-1.52634, 0.34027, -1.65275], [-0.48495, 2.83137, -1.86673], [1.56936, 0.59845, -1.35183], [4.64025, -5.21693, -1.85587], [4.40582, -3.92908, -1.36319], [0.21553, 0.10089, 0.97207], [-2.29060, -1.70353, 0.16737], [-1.38680, 0.82429, 2.95688], [-0.78217, -2.10336, 0.81139], [-2.00883, -0.99141, 1.80865], [1.33876, 2.96021, -1.95741], [-0.37141, -0.84700, -1.46754], [-1.94466, 2.50949, 2.66248], [-0.31141, 2.07864, 2.57806]],
  "atomic_forces_ev_per_a": [[0.917, -3.629, -0.425], [3.577, -2.506, 0.667], [0.597, -2.378, 0.339], [-0.765, -0.625, -0.514], [3.736, 3.449, -3.384], [0.900, 0.905, 1.426], [-3.402, 0.139, 1.474], [-2.708, 2.142, -2.204], [-0.955, 0.187, 0.607], [-0.531, 0.729, 0.070], [1.635, -0.999, 0.880], [-0.485, -0.601, -0.086], [0.500, -0.202, 1.147], [-1.415, 3.830, -0.734], [-2.919, -0.216, -0.652], [-0.032, 0.882, 0.333], [-0.218, 0.376, -0.846], [-0.336, 0.705, 1.094], [-0.232, -1.532, 0.894], [0.141, -0.669, 0.648], [-0.202, 0.086, 0.535], [0.411, -0.746, -0.609], [1.786, 0.674, -0.661]],
  "mulliken_charge": [-0.6091, 0.0549, -1.1626, -1.0590, 0.4621, -0.1133, -0.8009, -0.7652, 0.2456, 0.5032, 0.2575, 0.3187, 0.3290, 0.2801, 0.2988, 0.3205, 0.3367, 0.3512, 0.3340, 0.3057, 0.4027, 0.3437, 0.3657],
  "lumo_energy_ev": [-2.8, -8.0],
  "total_energy_ev": -9991.5566,
  "spin_multiplicity": 2,
  "total_charge": 1,
  "max_force_ev_per_a": 6.1,
  "de_lowest_kj_mol": 355.3,
  "homo_lumo_gap_ev": [10.7, 5.5]
}

Record 3
{
  "formula": "C3H10N2O2",
  "method": "ωB97M-V with the def2-TZVPD basis set",
  "elements": ["O", "O", "N", "N", "C", "C", "C", "H", "H", "H", "H", "H", "H", "H", "H", "H", "H"],
  "coordinates": [[-2.97527, 3.08884, 2.72644], [-0.49448, -1.65772, -1.09154], [0.20042, 0.35751, -0.26042], [2.70741, -1.55971, -0.54046], [-0.74261, 1.13938, -1.01656], [1.48964, -1.64099, 0.24775], [0.28661, -1.00789, -0.42394], [-0.29121, 2.07705, -1.35651], [-1.63186, 1.43570, -0.44575], [2.95596, -0.60302, -0.75769], [1.00082, 0.77753, 0.18478], [1.71465, -1.26878, 1.24013], [2.62653, -2.08932, -1.39318], [-2.25232, 2.45692, 2.88686], [-1.17138, 0.49586, -1.77761], [-2.78898, 3.48634, 1.87206], [1.28296, -2.69593, 0.41267]],
  "atomic_forces_ev_per_a": [[0.375, -0.386, 0.201], [-0.038, 0.190, 0.051], [0.281, -0.883, 0.081], [0.259, 0.113, 0.098], [-0.648, 0.455, 0.391], [0.341, -0.666, 0.098], [-0.063, 0.412, 0.166], [-0.008, -0.411, -0.393], [0.236, -0.060, 0.390], [0.008, -0.079, -0.123], [-0.285, 0.234, -0.011], [-0.201, 0.545, 0.208], [-0.041, 0.037, -0.225], [-0.435, 0.401, -0.163], [0.400, 0.169, -0.544], [0.060, -0.020, -0.043], [-0.242, -0.051, -0.183]],
  "mulliken_charge": [-0.6364, -0.6188, -0.1535, -0.5231, -0.8565, -0.8408, 0.7011, 0.3185, 0.2202, 0.2277, 0.2565, 0.3557, 0.2446, 0.3210, 0.3318, 0.3138, 0.3383],
  "smiles": "CNC(=O)CN.O",
  "lumo_energy_ev": 0.4,
  "total_energy_ev": -10348.4077,
  "spin_multiplicity": 1,
  "max_force_ev_per_a": 0.9,
  "de_lowest_kj_mol": 104.2,
  "homo_lumo_gap_ev": 9.7
}

What did the second record say?
{
  "formula": "C6H15NO",
  "method": "ωB97M-V with the def2-TZVPD basis set",
  "elements": ["O", "N", "C", "C", "C", "C", "C", "C", "H", "H", "H", "H", "H", "H", "H", "H", "H", "H", "H", "H", "H", "H", "H"],
  "coordinates": [[4.76499, -4.68788, -1.03194], [-1.49349, 1.39607, 0.89319], [-0.63397, 0.15570, -1.07768], [-1.54729, -1.29737, 0.88253], [-0.93648, -0.02837, 0.50072], [0.54999, 0.98848, -1.44805], [-1.24878, 1.70196, 2.28559], [0.53255, 2.29861, -1.61991], [-1.05006, 2.02051, 0.17399], [-1.52634, 0.34027, -1.65275], [-0.48495, 2.83137, -1.86673], [1.56936, 0.59845, -1.35183], [4.64025, -5.21693, -1.85587], [4.40582, -3.92908, -1.36319], [0.21553, 0.10089, 0.97207], [-2.29060, -1.70353, 0.16737], [-1.38680, 0.82429, 2.95688], [-0.78217, -2.10336, 0.81139], [-2.00883, -0.99141, 1.80865], [1.33876, 2.96021, -1.95741], [-0.37141, -0.84700, -1.46754], [-1.94466, 2.50949, 2.66248], [-0.31141, 2.07864, 2.57806]],
  "atomic_forces_ev_per_a": [[0.917, -3.629, -0.425], [3.577, -2.506, 0.667], [0.597, -2.378, 0.339], [-0.765, -0.625, -0.514], [3.736, 3.449, -3.384], [0.900, 0.905, 1.426], [-3.402, 0.139, 1.474], [-2.708, 2.142, -2.204], [-0.955, 0.187, 0.607], [-0.531, 0.729, 0.070], [1.635, -0.999, 0.880], [-0.485, -0.601, -0.086], [0.500, -0.202, 1.147], [-1.415, 3.830, -0.734], [-2.919, -0.216, -0.652], [-0.032, 0.882, 0.333], [-0.218, 0.376, -0.846], [-0.336, 0.705, 1.094], [-0.232, -1.532, 0.894], [0.141, -0.669, 0.648], [-0.202, 0.086, 0.535], [0.411, -0.746, -0.609], [1.786, 0.674, -0.661]],
  "mulliken_charge": [-0.6091, 0.0549, -1.1626, -1.0590, 0.4621, -0.1133, -0.8009, -0.7652, 0.2456, 0.5032, 0.2575, 0.3187, 0.3290, 0.2801, 0.2988, 0.3205, 0.3367, 0.3512, 0.3340, 0.3057, 0.4027, 0.3437, 0.3657],
  "lumo_energy_ev": [-2.8, -8.0],
  "total_energy_ev": -9991.5566,
  "spin_multiplicity": 2,
  "total_charge": 1,
  "max_force_ev_per_a": 6.1,
  "de_lowest_kj_mol": 355.3,
  "homo_lumo_gap_ev": [10.7, 5.5]
}